# C10H20IN3OP

An isolated ion of composition C10H20IN3OP and charge +1 (wB97M-V/def2-TZVPD, OMol25).

```
36
Properties=species:S:1:pos:R:3:lowdin_charge:R:1
C 3.99905 0.42435 -0.22601 -0.083
C 2.88851 -0.64738 -0.28918 -0.262
C 1.63035 -0.15561 0.44458 -0.172
C 0.32201 -0.96463 0.20990 -0.258
C 0.51197 -2.33994 -0.46337 -0.018
C -0.73416 -0.22152 -0.53065 -0.181
N -0.69156 0.33696 -1.74813 -0.131
P 0.64480 0.48234 -2.87862 0.791
O 0.92706 -0.75557 -3.59823 -0.341
N -1.89862 0.83030 -2.11925 0.122
C -2.67246 0.58506 -1.11894 -0.064
N -1.99165 -0.05587 -0.11902 0.027
C -2.57580 -0.44779 1.16908 -0.105
C -2.15835 0.45480 2.33015 -0.275
C -2.21907 1.95192 2.02434 -0.662
I -4.12306 2.80357 2.46749 0.823
H 4.00493 1.01053 -1.14388 0.069
H 4.97038 -0.04420 -0.10962 0.078
H 3.82065 1.11308 0.59755 0.074
H 2.65844 -0.83568 -1.33665 0.073
H 3.22893 -1.57014 0.17041 0.115
H 1.46963 0.90808 0.25868 0.106
H 1.85102 -0.23432 1.51005 0.123
H -0.10819 -1.15716 1.19135 0.121
H -0.45889 -2.81127 -0.62503 0.095
H 1.06825 -2.98795 0.20859 0.100
H 1.00497 -2.27026 -1.42835 0.071
H 1.63776 0.95943 -2.02306 0.023
H 0.18674 1.57218 -3.61961 0.042
H -3.71476 0.84860 -1.05518 0.157
H -3.65650 -0.43135 1.06091 0.132
H -2.28403 -1.47619 1.37167 0.137
H -2.85774 0.23777 3.13619 0.096
H -1.16442 0.20910 2.70530 0.109
H -2.04550 2.18958 0.97901 0.020
H -1.47069 2.48914 2.59754 0.048
```

Output
LUMO = -3.37 eV
charge = +1
Kohn-Sham gap = 9.16 eV
E_HOMO = -12.53 eV
structure (SMILES) = CCC[C@H](C)c1n([PH2]=O)nc[n+]1CCCI
energy = -1271.367527 a.u.